1.
A 11-piece molecular cluster, C31H71N10O13 overall at a distorted geometry, computed with ωB97M-V with the def2-TZVPD basis set.

<S²>: 0.7546
Multiplicity: 2
Net charge: 0
HOMO-LUMO gap (spin up / spin down) in Ha: 0.296 / 0.092

Structure (XYZ):
```
125
Properties=species:S:1:pos:R:3:forces:R:3
O -0.319 0.687 0.642 -1.8 1.8 1.5
C 0.687 0.264 -0.095 3.2 0.6 -1.2
O 1.601 1.029 -0.458 0.1 1.2 0.4
O 0.627 -0.930 -0.308 0.0 -3.5 -1.0
H -0.721 -0.184 0.610 -1.3 -0.4 0.8
C -2.010 -3.320 1.082 1.5 -0.3 0.1
C -2.711 -4.060 -0.060 -0.2 -0.3 1.2
O -3.861 -4.393 0.166 -0.9 0.0 -0.3
N -2.010 -4.460 -1.136 0.2 0.5 0.7
C -2.506 -5.223 -2.252 -0.2 -0.1 -1.3
H -2.102 -3.909 1.995 -0.4 -0.2 -0.1
H -2.353 -2.321 1.351 -0.3 0.0 -0.6
H -0.925 -3.275 0.987 0.1 0.3 -0.4
H -1.084 -4.069 -1.232 -0.1 -0.1 -0.1
H -2.230 -4.665 -3.147 0.1 -0.2 -0.2
H -3.580 -5.377 -2.359 -0.1 0.6 0.9
H -2.102 -6.232 -2.328 0.4 0.1 0.3
C -0.430 2.788 -3.073 -0.7 -0.3 0.3
C 0.929 3.417 -3.269 -1.8 0.0 -1.7
O 1.091 4.162 -4.191 -0.2 2.5 -2.4
N 1.924 3.033 -2.562 3.6 -1.4 3.4
C 3.377 3.505 -2.621 -2.1 -0.8 -0.2
H -0.507 2.116 -2.218 0.1 -0.2 -0.2
H -0.724 2.292 -3.997 0.5 -0.4 0.0
H -1.243 3.510 -2.995 0.4 0.5 0.3
H 1.696 2.375 -1.830 0.4 -0.2 0.3
H 3.533 4.038 -3.559 -0.1 0.0 0.2
H 3.989 2.604 -2.583 0.0 0.1 -0.1
H 3.586 4.122 -1.748 0.0 0.1 -0.1
C -1.118 -1.440 6.847 0.2 0.2 0.4
C -0.501 -1.477 5.449 -1.3 -0.8 0.0
O -1.034 -2.122 4.538 -0.6 0.5 -0.1
N 0.598 -0.769 5.243 0.3 0.5 1.7
C 1.288 -0.735 3.982 -0.5 -0.5 -0.2
H -0.867 -0.543 7.413 0.2 0.1 -0.2
H -0.799 -2.280 7.463 0.1 -0.2 -0.2
H -2.208 -1.470 6.835 0.1 -0.2 -0.4
H 1.072 -0.574 6.113 0.3 0.5 -0.3
H 1.388 -1.772 3.660 0.6 0.1 -0.3
H 2.220 -0.184 4.109 -0.1 -0.2 -0.3
H 0.627 -0.259 3.258 0.3 0.2 -0.2
C -4.279 0.960 -4.610 0.1 0.6 0.9
C -4.057 -0.070 -3.509 -0.5 -1.1 -1.1
O -3.928 -1.260 -3.819 0.1 1.1 0.5
N -4.027 0.371 -2.233 0.5 0.1 0.8
C -3.683 -0.512 -1.152 0.5 -1.1 0.4
H -4.921 0.551 -5.390 0.4 0.0 0.0
H -3.297 1.298 -4.941 0.1 -0.5 -0.5
H -4.705 1.895 -4.249 -0.4 -0.1 0.3
H -4.191 1.336 -1.983 -0.2 0.2 -0.3
H -2.915 -0.180 -0.454 0.2 0.9 -0.2
H -3.232 -1.422 -1.547 -0.3 -0.1 -0.3
H -4.498 -0.812 -0.494 -0.5 0.0 -0.3
C 3.188 -3.423 0.698 0.1 0.1 0.1
C 3.429 -3.459 2.199 0.6 2.2 -2.2
O 3.050 -4.366 2.854 -0.8 -2.4 2.1
N 4.030 -2.361 2.754 0.5 0.4 0.6
C 4.415 -1.095 2.165 -0.6 0.2 -0.1
H 2.547 -2.575 0.458 0.0 0.1 -0.2
H 2.694 -4.351 0.410 0.0 0.1 0.2
H 4.110 -3.337 0.122 0.1 0.2 0.1
H 4.163 -2.362 3.756 -0.2 -0.6 -0.2
H 5.311 -1.128 1.546 -0.1 -0.1 -0.1
H 4.563 -0.383 2.977 0.4 -0.2 0.1
H 3.572 -0.652 1.633 0.1 -0.2 -0.6
C 3.897 2.277 2.445 0.3 -0.6 -1.0
C 3.144 3.551 2.151 0.4 0.5 1.3
O 3.450 4.563 2.761 0.0 0.4 0.0
N 2.165 3.491 1.252 -1.9 0.6 -0.9
C 1.188 4.597 0.956 1.3 -0.4 0.1
H 3.768 1.877 3.451 -0.1 0.5 0.1
H 4.950 2.487 2.255 0.1 0.1 0.4
H 3.665 1.473 1.746 -0.4 0.1 0.0
H 1.958 2.586 0.855 -0.1 -0.2 -0.4
H 0.178 4.386 1.308 0.1 -0.2 0.2
H 1.136 4.794 -0.115 0.1 -0.3 -0.1
H 1.534 5.529 1.401 0.1 -0.3 0.2
C -4.369 5.336 -1.916 0.3 -0.4 0.3
C -3.885 4.040 -1.261 -1.8 0.0 -0.1
O -4.690 3.098 -1.081 1.6 0.8 -0.3
N -2.616 4.069 -0.835 0.5 -1.1 0.1
C -1.986 2.931 -0.130 0.1 1.3 0.5
H -4.905 5.136 -2.844 0.1 -0.1 0.1
H -3.539 6.021 -2.091 -0.1 0.1 -0.1
H -5.075 5.792 -1.222 0.0 0.1 0.0
H -2.081 4.915 -0.974 -0.1 -0.3 -0.1
H -0.898 2.953 -0.187 -0.2 0.0 -0.7
H -2.367 1.959 -0.444 -0.1 0.4 0.0
H -2.127 3.133 0.932 -0.5 -0.6 0.3
C 5.778 1.146 -0.505 0.0 -0.4 0.1
C 5.461 0.125 -1.572 2.0 -1.1 -2.1
O 6.335 -0.352 -2.339 -1.3 1.0 1.5
N 4.176 -0.246 -1.678 0.0 0.1 0.4
C 3.713 -1.206 -2.665 -0.9 0.8 -0.5
H 4.932 1.176 0.182 0.2 0.4 0.1
H 6.012 2.128 -0.918 -0.3 0.0 -0.1
H 6.682 0.838 0.021 -0.1 -0.1 0.1
H 3.550 0.167 -1.002 -0.6 -0.2 -0.3
H 2.635 -1.098 -2.785 -0.2 -0.3 0.8
H 3.981 -2.238 -2.440 0.1 0.1 -0.1
H 3.982 -0.910 -3.679 0.9 -0.2 0.1
C -0.463 -0.786 -3.734 0.1 0.1 0.3
C 0.265 -2.087 -3.879 2.1 -0.9 -1.5
O 0.833 -2.387 -4.943 -1.2 0.2 1.0
N 0.420 -2.866 -2.774 -0.7 0.8 1.3
C 1.095 -4.138 -2.688 0.2 0.2 -0.7
H -0.561 -0.461 -2.699 0.0 -0.1 0.1
H -1.465 -0.876 -4.155 0.1 0.1 -0.2
H 0.160 -0.067 -4.265 -0.4 0.1 -0.1
H 0.347 -2.357 -1.905 -0.2 0.2 0.1
H 0.342 -4.925 -2.729 0.3 -0.4 -0.2
H 1.667 -4.236 -1.765 -0.1 0.2 0.0
H 1.786 -4.195 -3.528 -0.1 -0.4 0.0
C -4.418 -2.421 3.359 -0.7 -0.6 -0.7
C -4.161 -0.965 2.991 4.0 -1.6 3.5
O -4.921 -0.412 2.258 -3.9 1.9 -3.3
N -3.129 -0.292 3.454 -0.7 -0.4 0.4
C -2.856 1.131 3.237 0.8 0.3 -0.2
H -4.592 -2.948 2.421 0.0 -0.1 -0.2
H -5.343 -2.524 3.926 0.0 0.4 0.1
H -3.607 -2.949 3.862 0.4 0.7 0.1
H -2.538 -0.851 4.052 0.7 -0.2 0.2
H -2.478 1.591 4.150 -0.3 -0.3 0.2
H -3.711 1.705 2.878 -0.1 -0.4 0.0
H -2.032 1.231 2.530 -0.1 -0.1 -0.3
```
Positions in Å, forces in eV/Å.

Atom charges from the Löwdin analysis, given in e for atoms 1 to 99:
1. O 0.07
2. C -0.87
3. O -0.04
4. O 0.00
5. H 0.08
6. C 0.00
7. C -0.54
8. O 0.02
9. N 0.03
10. C -0.07
11. H 0.08
12. H 0.05
13. H 0.07
14. H 0.10
15. H 0.09
16. H 0.09
17. H 0.08
18. C 0.01
19. C -0.65
20. O 0.04
21. N 0.05
22. C 0.01
23. H 0.05
24. H 0.08
25. H 0.07
26. H 0.07
27. H 0.08
28. H 0.06
29. H 0.07
30. C 0.01
31. C -0.55
32. O 0.00
33. N 0.01
34. C -0.03
35. H 0.08
36. H 0.09
37. H 0.08
38. H 0.15
39. H 0.09
40. H 0.09
41. H 0.08
42. C 0.01
43. C -0.54
44. O 0.01
45. N 0.04
46. C -0.08
47. H 0.09
48. H 0.08
49. H 0.07
50. H 0.08
51. H 0.05
52. H 0.08
53. H 0.08
54. C 0.01
55. C -0.58
56. O 0.07
57. N 0.01
58. C -0.09
59. H 0.06
60. H 0.08
61. H 0.09
62. H 0.13
63. H 0.09
64. H 0.07
65. H 0.07
66. C -0.01
67. C -0.58
68. O 0.03
69. N 0.05
70. C -0.03
71. H 0.08
72. H 0.09
73. H 0.03
74. H 0.08
75. H 0.06
76. H 0.07
77. H 0.08
78. C 0.01
79. C -0.52
80. O -0.01
81. N 0.03
82. C -0.07
83. H 0.09
84. H 0.07
85. H 0.09
86. H 0.14
87. H 0.05
88. H 0.06
89. H 0.08
90. C 0.00
91. C -0.55
92. O 0.00
93. N 0.02
94. C -0.05
95. H 0.04
96. H 0.09
97. H 0.09
98. H 0.08
99. H 0.07

2.
A 6-piece molecular cluster, C31H71N7O6 overall at a distorted geometry, computed with ωB97M-V with the def2-TZVPD basis set.

SMILES: CC1(C)CCCC(C)(C)N1O.CC1(C)CCCC(C)(C)N1O.CC1(C)CCCC(C)(C)N1O.NC(N)=O.NC(N)=O.CCO
Multiplicity: 1
Net charge: 0
ΔE to the lowest compared entry with this formula, charge and spin in kcal/mol: 0.0
HOMO-LUMO gap in Ha: 0.305

Structure (XYZ):
```
115
Properties=species:S:1:pos:R:3:forces:R:3
C 23.312 -9.386 23.128 -1.6 -0.4 0.4
C 23.200 -10.169 24.455 0.3 -1.0 -0.4
C 22.455 -11.497 24.217 0.1 0.3 -0.2
C 24.637 -10.531 24.840 0.5 -0.1 1.5
C 24.785 -10.939 26.312 0.1 0.0 -0.4
C 24.194 -9.897 27.222 0.3 0.0 0.5
C 22.730 -9.539 26.950 -0.8 -0.3 0.1
C 21.770 -10.604 27.524 0.4 -0.1 -0.6
C 22.382 -8.224 27.643 -0.6 0.2 0.7
N 22.552 -9.351 25.503 2.0 0.7 -0.8
O 21.337 -8.823 25.064 -0.3 -0.4 0.4
H 23.986 -9.903 22.450 0.3 0.3 0.1
H 22.336 -9.395 22.631 0.0 0.1 0.0
H 23.534 -8.344 23.328 0.5 0.0 -0.2
H 22.631 -12.205 25.026 -0.2 0.1 0.1
H 21.387 -11.316 24.079 0.0 -0.2 0.0
H 22.842 -11.966 23.310 -0.1 0.0 -0.1
H 25.085 -11.361 24.290 -0.6 0.1 -0.7
H 25.298 -9.674 24.676 -0.1 0.1 0.0
H 24.353 -11.913 26.564 -0.2 0.0 -0.4
H 25.850 -11.077 26.518 0.0 0.2 0.1
H 24.813 -8.994 27.213 -0.1 0.1 -0.2
H 24.289 -10.310 28.231 -0.3 0.4 0.2
H 21.938 -10.696 28.596 -0.3 0.0 0.1
H 21.917 -11.584 27.066 0.1 0.0 0.1
H 20.750 -10.300 27.285 -0.1 0.0 0.4
H 21.306 -8.104 27.802 0.0 0.0 -0.6
H 22.749 -7.347 27.112 0.1 0.0 0.1
H 22.712 -8.200 28.686 0.6 -0.1 -0.2
H 20.695 -9.551 25.002 -0.1 0.2 0.1
C 27.011 -1.649 26.990 -0.2 0.1 0.6
C 26.472 -1.784 25.563 0.7 -0.2 -0.1
C 25.075 -1.203 25.438 -0.9 0.5 0.1
C 27.415 -1.001 24.646 -0.1 1.0 -0.7
C 28.717 -1.706 24.326 0.6 0.1 0.4
C 28.502 -3.102 23.770 -1.0 1.3 -0.2
C 27.570 -3.941 24.637 -0.4 -1.0 0.4
C 27.120 -5.124 23.755 0.6 -0.4 -0.3
C 28.322 -4.518 25.843 0.2 -0.3 0.4
N 26.393 -3.175 25.062 -0.3 1.1 -1.3
O 25.538 -3.930 25.881 0.3 -0.4 0.9
H 26.790 -0.642 27.354 0.1 0.0 0.0
H 26.565 -2.340 27.710 -0.2 -0.1 -0.3
H 28.087 -1.802 27.059 0.0 0.1 -0.2
H 25.018 -0.112 25.508 0.5 0.0 0.1
H 24.627 -1.450 24.473 0.1 -0.2 0.0
H 24.383 -1.533 26.217 0.2 -0.3 0.0
H 26.902 -0.623 23.752 -0.1 -0.8 -0.3
H 27.677 -0.020 25.063 -0.1 -0.3 0.7
H 29.279 -1.120 23.595 0.0 0.0 0.1
H 29.314 -1.711 25.244 0.1 -0.2 -0.1
H 29.430 -3.626 23.556 0.0 -0.1 0.1
H 27.992 -2.875 22.825 0.0 -0.6 -0.2
H 28.025 -5.560 23.315 0.1 -0.1 0.2
H 26.514 -4.895 22.877 -0.3 0.5 0.3
H 26.647 -5.940 24.297 0.0 0.1 0.1
H 27.726 -5.259 26.382 -0.2 0.0 -0.2
H 28.554 -3.762 26.591 0.2 0.1 -0.2
H 29.250 -5.016 25.555 0.0 0.1 -0.1
H 24.624 -3.720 25.610 0.5 -0.2 -0.6
C 21.983 -3.713 27.250 -0.9 -0.7 -0.6
C 21.674 -3.449 28.734 1.7 0.1 -0.2
C 21.384 -4.791 29.425 -1.3 0.3 0.8
C 22.983 -2.969 29.433 0.3 0.8 -0.3
C 23.279 -1.492 29.222 -1.0 -0.2 -0.1
C 22.097 -0.667 29.691 0.1 0.4 -0.2
C 20.754 -0.994 28.995 1.2 -0.8 0.1
C 19.642 -0.441 29.869 -1.2 0.8 -0.3
C 20.795 -0.358 27.589 -0.7 0.2 0.7
N 20.631 -2.460 28.880 -0.3 -0.1 1.8
O 19.326 -2.928 28.620 0.5 0.2 -0.7
H 22.875 -4.311 27.053 0.1 0.0 0.3
H 21.143 -4.315 26.879 0.1 0.0 -0.2
H 22.003 -2.846 26.588 0.2 0.3 0.3
H 22.107 -5.561 29.165 0.1 0.1 -0.1
H 21.378 -4.622 30.506 0.4 -0.1 0.0
H 20.366 -5.175 29.302 0.1 0.0 -0.8
H 22.938 -3.153 30.507 0.0 -0.2 0.0
H 23.840 -3.483 28.989 -0.2 -0.5 0.3
H 24.148 -1.154 29.787 0.3 -0.2 -0.3
H 23.402 -1.329 28.149 0.4 0.2 0.1
H 22.350 0.373 29.461 -0.3 0.1 0.2
H 21.996 -0.731 30.778 -0.1 -0.2 0.0
H 19.710 0.642 30.017 0.4 0.0 -0.3
H 19.540 -0.818 30.886 0.5 -0.6 -0.2
H 18.668 -0.580 29.391 0.0 -0.1 0.0
H 21.546 -0.818 26.954 0.1 0.0 0.0
H 21.011 0.703 27.721 -0.1 0.1 -0.4
H 19.816 -0.465 27.114 0.0 0.1 -0.1
H 19.252 -2.859 27.654 -0.3 -0.1 0.1
N 21.745 -3.510 21.595 0.0 -0.1 0.4
C 20.702 -3.039 22.343 -1.1 0.5 0.2
N 21.022 -2.815 23.655 0.6 -0.4 0.2
O 19.576 -2.810 21.902 0.7 -0.1 -0.1
H 21.610 -3.620 20.609 0.0 -0.2 0.0
H 22.520 -3.915 22.100 0.2 0.1 -0.4
H 20.313 -2.472 24.273 -0.2 -0.1 -0.1
H 21.884 -3.214 24.035 -0.3 0.3 -0.1
N 21.962 -6.065 24.155 0.9 -0.3 0.4
C 23.182 -5.521 24.444 -1.5 0.8 -0.8
N 24.069 -6.403 24.934 0.6 0.2 0.3
O 23.407 -4.306 24.226 0.2 -1.0 0.1
H 21.247 -5.559 23.669 0.0 0.2 0.1
H 21.823 -7.024 24.429 -0.5 -0.1 -0.3
H 23.772 -7.295 25.312 0.0 0.0 -0.2
H 24.988 -6.045 25.145 -0.1 0.1 0.3
C 19.159 -6.408 26.157 -0.4 0.7 1.3
C 17.707 -6.814 26.057 -0.1 -0.1 -2.0
O 17.588 -7.897 25.097 -0.1 -0.7 0.9
H 19.212 -5.632 26.933 0.1 0.2 -0.3
H 19.519 -6.009 25.214 0.1 -0.1 0.0
H 19.815 -7.184 26.549 -0.2 -0.3 -0.4
H 17.089 -6.041 25.591 0.2 0.5 0.6
H 17.237 -7.055 27.008 0.2 -0.5 0.0
H 17.501 -7.530 24.217 0.0 0.2 0.0
```
Positions in Å, forces in eV/Å.

Atom charges from the Löwdin analysis, given in e for atoms 1 to 99:
1. C -0.02
2. C -0.50
3. C -0.02
4. C -0.14
5. C -0.19
6. C -0.14
7. C -0.50
8. C -0.02
9. C -0.04
10. N -0.12
11. O -0.03
12. H 0.09
13. H 0.08
14. H 0.06
15. H 0.07
16. H 0.08
17. H 0.09
18. H 0.12
19. H 0.12
20. H 0.11
21. H 0.12
22. H 0.12
23. H 0.12
24. H 0.09
25. H 0.07
26. H 0.08
27. H 0.07
28. H 0.07
29. H 0.09
30. H 0.11
31. C -0.03
32. C -0.50
33. C -0.03
34. C -0.15
35. C -0.19
36. C -0.14
37. C -0.50
38. C -0.03
39. C -0.02
40. N -0.08
41. O -0.05
42. H 0.09
43. H 0.08
44. H 0.06
45. H 0.09
46. H 0.09
47. H 0.06
48. H 0.12
49. H 0.12
50. H 0.11
51. H 0.11
52. H 0.12
53. H 0.13
54. H 0.09
55. H 0.09
56. H 0.05
57. H 0.08
58. H 0.06
59. H 0.09
60. H 0.05
61. C -0.02
62. C -0.49
63. C -0.03
64. C -0.13
65. C -0.18
66. C -0.15
67. C -0.50
68. C -0.04
69. C -0.02
70. N -0.11
71. O 0.00
72. H 0.07
73. H 0.07
74. H 0.06
75. H 0.08
76. H 0.08
77. H 0.07
78. H 0.12
79. H 0.12
80. H 0.12
81. H 0.09
82. H 0.12
83. H 0.12
84. H 0.09
85. H 0.09
86. H 0.08
87. H 0.06
88. H 0.09
89. H 0.08
90. H 0.10
91. N 0.16
92. C -0.69
93. N 0.15
94. O 0.00
95. H 0.10
96. H 0.07
97. H 0.09
98. H 0.05
99. N 0.20